(1)
Formula: C4H9NO
Source: the Open Molecules 2025 dataset
Level of theory: ωB97M-V/def2-TZVPD

XYZ file:
```
15
Properties=species:S:1:pos:R:3:mulliken_charge:R:1
C 1.00628 -0.31926 0.63978 -0.10
C -1.36941 0.32673 0.98478 -1.40
C -0.12502 0.99639 -1.24324 -1.05
C -0.20484 0.38086 0.10314 1.02
N 2.14578 -0.16232 0.08016 -0.62
O -0.15143 -1.91443 -0.30450 -0.71
H 0.92439 -0.95665 1.54687 0.27
H -1.62514 1.39358 1.27255 0.37
H -2.33300 0.06119 0.52832 0.31
H -1.27596 -0.29842 1.77175 0.41
H -0.81708 1.76474 -1.25516 0.41
H 0.97743 1.31920 -1.47843 0.31
H -0.42338 0.10171 -1.84040 0.27
H 2.87082 -0.80078 0.35790 0.23
H 0.40056 -1.89252 -1.16351 0.28
```

Summary:
energy relative to the best compared isomer or geometry (same formula, charge and spin) = 114.7 kcal per mole
LUMO (alpha / beta) = -0.93 / -0.84 eV

(2)
Formula: C19H31N3O
Source: the Open Molecules 2025 dataset
Level of theory: ωB97M-V/def2-TZVPD

XYZ file:
```
54
Properties=species:S:1:pos:R:3:mulliken_charge:R:1
C 1.42349 3.78422 0.24889 -1.34
C 1.88950 2.72962 -0.41110 0.70
C 2.16123 1.45307 0.27183 0.48
C 1.90421 0.23832 -0.35450 1.01
C 2.15182 -0.97661 0.27499 -1.94
C 2.69086 -0.96950 1.55573 0.01
C 2.95719 0.23386 2.18921 -1.24
C 2.69529 1.43439 1.55976 -0.49
H 2.92415 2.36520 2.05587 0.56
H 3.37903 0.22929 3.18372 0.41
H 2.90684 -1.89238 2.06952 0.43
C 1.86206 -2.25479 -0.50011 2.09
N 0.57513 -2.12598 -1.17885 0.03
C -0.66610 -2.07906 -0.58766 0.21
O -1.66227 -2.37667 -1.22190 -0.71
N -0.69687 -1.67940 0.71219 0.13
H 0.12462 -1.24307 1.10083 0.15
C -1.94417 -1.47690 1.40770 -0.96
H -2.70872 -2.00181 0.83360 0.67
H -1.86809 -1.93798 2.39947 0.27
C -2.33627 0.00544 1.59618 -1.17
N -2.69744 0.76647 0.42209 0.28
C -3.77255 0.19547 -0.37841 -0.13
C -5.06259 0.01753 0.41333 -1.47
H -5.29768 0.93285 0.95117 0.33
H -4.98843 -0.79984 1.12583 0.30
H -5.87790 -0.20452 -0.27089 0.45
H -3.47602 -0.75931 -0.84060 0.21
H -3.96523 0.90321 -1.18761 0.37
C -1.58181 1.20218 -0.40144 0.61
C -1.83954 2.59612 -0.97181 -1.51
H -2.65825 2.58700 -1.68572 0.42
H -2.09336 3.27775 -0.16478 0.33
H -0.94783 2.96307 -1.47264 0.35
H -1.38170 0.49822 -1.22411 -0.01
H -0.68652 1.25216 0.22298 -0.33
H -3.18836 0.02856 2.28162 0.46
H -1.50803 0.52829 2.08574 0.46
H 0.53109 -2.55957 -2.09042 0.31
C 1.87168 -3.52004 0.36940 -2.15
H 2.86897 -3.72185 0.75093 0.48
H 1.56221 -4.36823 -0.23826 0.43
H 1.17749 -3.43052 1.20094 0.38
C 2.93912 -2.39093 -1.58536 -1.79
H 2.79869 -3.31287 -2.14600 0.54
H 3.92524 -2.40915 -1.12779 0.36
H 2.89417 -1.55041 -2.27307 0.37
H 1.47004 0.22528 -1.34186 0.37
C 2.15241 2.77543 -1.88810 -1.46
H 2.15100 3.80258 -2.24360 0.46
H 3.11414 2.32026 -2.11901 0.36
H 1.38177 2.22777 -2.43011 0.29
H 1.19485 3.74852 1.29993 0.33
H 1.22743 4.71926 -0.24776 0.31
```

Summary:
SMILES = C=C(C)c1cccc(C(C)(C)NC(=O)NCCN(CC)CC)c1
energy relative to the best compared isomer or geometry (same formula, charge and spin) = 0.0 kcal per mole
LUMO = 0.66 eV